[1]
Here is 6 unconnected molecules or ions with the total composition C26H56N3O21P5 in a non-equilibrium geometry from the OMol25 dataset. Energies are from ωB97M-V with the def2-TZVPD basis set.

```
111
Properties=species:S:1:pos:R:3:forces:R:3
C 2.03956 4.16105 1.97756 0.728 0.064 0.422
C 2.16692 2.66276 1.82888 -0.529 0.306 0.112
O 1.23655 2.00314 1.41114 0.569 -0.082 -0.313
N 3.40815 2.11262 2.23638 -1.062 -0.560 0.242
C 3.54929 0.70387 1.85860 0.272 0.046 -0.535
C 3.53739 2.33155 3.66263 0.597 0.461 -0.304
C 2.78386 1.64179 4.55834 -0.371 -0.348 0.490
C 2.89485 1.88409 5.94625 0.176 0.130 -0.265
C 3.75935 2.83156 6.39073 0.000 0.075 0.622
C 4.57716 3.56120 5.50468 -0.401 -0.287 0.314
N 5.43888 4.48105 6.02413 0.016 -0.155 -0.675
C 6.16269 5.07728 5.12079 0.375 0.464 0.239
C 6.05537 4.84004 3.72831 -0.055 -0.029 -0.157
N 5.21680 3.98627 3.21445 0.129 0.034 0.300
C 4.46435 3.30832 4.12444 0.090 0.000 -0.309
H 1.78659 4.60985 1.02051 -0.323 -0.117 -0.003
H 2.98240 4.60243 2.29437 0.042 -0.034 -0.054
H 1.30440 4.39539 2.74546 -0.273 -0.002 -0.220
H 4.60646 0.47152 1.74215 0.049 -0.040 0.287
H 3.07374 0.00232 2.54225 0.027 0.015 0.080
H 3.09694 0.57124 0.87916 -0.045 0.014 0.007
H 2.07607 0.88910 4.23655 0.004 0.040 -0.211
H 2.30870 1.33150 6.66575 -0.125 -0.091 -0.111
H 3.83263 3.04382 7.44899 0.136 0.052 0.006
H 6.88282 5.81396 5.46204 -0.005 0.009 0.048
H 6.68502 5.39681 3.04366 0.028 0.020 -0.006
C 1.50567 -0.78014 -5.43289 0.070 0.236 -0.088
O 2.73557 -1.20818 -4.81095 -2.487 0.057 1.080
P 2.98672 -0.78415 -3.25992 5.270 -0.418 0.635
O 3.82680 0.42840 -3.29916 -0.847 0.409 -0.171
O 3.80022 -2.12236 -2.89580 -0.032 0.048 0.252
C 5.12568 -2.26943 -3.40335 0.069 -0.151 -0.196
O 2.23586 -0.81242 -1.84445 -2.027 0.041 -1.686
C 1.39480 0.32272 -1.52006 -0.089 0.095 0.111
H 1.50853 -1.13067 -6.46049 0.100 -0.036 0.017
H 0.64734 -1.21031 -4.91447 -0.025 -0.022 -0.054
H 1.43392 0.30928 -5.42380 -0.025 -0.008 -0.035
H 5.60106 -1.30176 -3.56030 -0.063 0.034 0.021
H 5.10579 -2.82507 -4.34184 -0.010 0.030 -0.025
H 5.69870 -2.83368 -2.67017 -0.052 -0.002 0.037
H 0.85381 0.68858 -2.39190 0.019 0.041 -0.022
H 2.00738 1.11932 -1.10807 0.040 0.015 -0.085
H 0.67739 0.00022 -0.76936 0.059 -0.060 0.022
C -4.54852 2.63980 -6.44774 -0.115 0.125 0.130
O -3.30217 3.34807 -6.29031 -0.441 -2.687 0.140
P -2.27051 2.84808 -5.13285 3.201 4.244 0.851
O -2.52881 3.71274 -3.96383 -0.770 -0.653 0.124
O -0.95594 3.24085 -5.95800 0.128 -0.130 0.148
C -0.62676 4.62203 -6.10596 -0.024 0.146 -0.214
O -1.57145 1.50630 -4.58874 -1.960 -1.078 -1.218
C -2.30777 0.74633 -3.60780 0.094 -0.116 0.162
H -5.10638 3.11712 -7.24721 0.061 0.061 -0.004
H -4.36836 1.59937 -6.71950 -0.043 0.002 -0.050
H -5.13257 2.68583 -5.52623 -0.020 0.016 -0.022
H -1.00632 5.21265 -5.27281 -0.035 -0.064 0.030
H -1.03482 5.00335 -7.04277 -0.039 0.003 0.011
H 0.45763 4.69944 -6.13443 0.006 -0.071 0.005
H -3.37633 0.73867 -3.81588 -0.024 -0.008 0.046
H -2.13154 1.16882 -2.62055 -0.052 0.099 -0.031
H -1.93836 -0.27644 -3.63716 0.036 0.027 -0.088
C 0.55721 -2.61576 6.45994 0.150 0.137 -0.055
O 1.43860 -3.46102 7.23413 -2.896 0.203 -0.183
P 0.92652 -3.76991 8.75323 4.588 -1.650 2.615
O 1.63516 -2.80197 9.61651 -0.766 0.618 -0.334
O 1.54600 -5.24627 8.78808 -0.155 -0.057 0.244
C 2.96249 -5.38984 8.88425 0.160 -0.072 -0.199
O -0.38670 -4.24797 9.53989 -1.071 0.805 -2.170
C -1.32118 -3.22466 9.93779 -0.125 0.000 0.165
H 0.99079 -2.46784 5.47470 0.125 -0.093 0.047
H -0.41624 -3.09578 6.34574 -0.014 0.036 -0.090
H 0.43517 -1.64555 6.94826 0.026 0.004 -0.019
H 3.41510 -4.53980 9.39377 -0.067 0.036 0.001
H 3.39514 -5.49275 7.88820 -0.001 0.043 -0.011
H 3.16260 -6.29550 9.45254 -0.070 -0.014 0.004
H -1.41754 -2.44549 9.18318 -0.009 0.041 0.023
H -0.99153 -2.78456 10.87640 0.093 0.034 -0.049
H -2.28866 -3.69981 10.07838 0.046 -0.084 -0.047
C -10.43970 3.68284 -5.47081 -0.231 0.021 -0.073
O -10.30359 2.30025 -5.85478 1.913 1.976 -0.153
P -9.46540 1.95027 -7.20829 -1.653 -4.933 -1.309
O -10.47207 1.80245 -8.27804 0.056 1.008 0.004
O -8.90235 0.55924 -6.64662 0.163 0.001 -0.179
C -9.80125 -0.54307 -6.52928 -0.105 -0.094 0.223
O -8.05936 2.27948 -7.91372 -0.150 2.046 1.583
C -8.02623 3.45811 -8.74751 0.134 0.016 -0.176
H -11.03645 3.71660 -4.56428 -0.016 -0.081 -0.011
H -9.46466 4.12690 -5.26604 -0.004 -0.005 0.041
H -10.94758 4.24789 -6.25521 -0.019 -0.005 0.020
H -10.61080 -0.47523 -7.25523 0.026 0.069 -0.023
H -10.21481 -0.58056 -5.52076 -0.028 0.029 -0.004
H -9.23221 -1.45179 -6.71240 0.058 0.038 -0.007
H -8.61855 4.26998 -8.32871 -0.017 0.028 -0.037
H -8.39937 3.20655 -9.73759 -0.096 -0.026 0.043
H -6.99081 3.78191 -8.82158 0.013 -0.062 0.067
C 4.01619 -6.16620 0.09244 0.221 0.009 0.081
O 3.34792 -6.09741 1.36640 -0.809 1.103 -2.358
P 2.64820 -4.68663 1.79433 -0.446 -0.230 5.197
O 3.64237 -3.99657 2.64403 0.338 0.189 -0.806
O 1.45503 -5.38842 2.60596 -0.030 0.213 0.071
C 1.76176 -5.98823 3.86216 -0.024 -0.284 0.139
O 1.65762 -3.56942 1.22115 0.709 -1.033 -2.174
C 2.25719 -2.48504 0.47184 0.019 0.004 0.158
H 4.42967 -7.16527 -0.01063 -0.018 -0.013 0.084
H 3.31495 -5.99011 -0.72440 0.004 -0.027 -0.007
H 4.82750 -5.43635 0.04775 0.006 -0.020 -0.002
H 2.61338 -5.50567 4.34166 0.016 0.046 -0.076
H 1.96832 -7.05165 3.73283 0.046 0.008 -0.034
H 0.88864 -5.87912 4.50292 -0.036 0.029 -0.053
H 3.07691 -2.83255 -0.15312 -0.001 0.084 -0.078
H 2.61818 -1.73481 1.16972 0.086 -0.082 0.050
H 1.49524 -2.05177 -0.15868 -0.161 -0.215 0.025
```
Positions in Å, forces in eV/Å.

E_LUMO in hartree: -0.0121
Kohn-Sham gap in eV: 8.8
E_tot in eV: -121786.5155
HOMO energy in eV: -9.098

Results of the Löwdin charge analysis, in e, for atoms 1 through 6: atom 1 (C): 0.018, atom 2 (C): -0.472, atom 3 (O): 0.070, atom 4 (N): -0.043, atom 5 (C): -0.040, atom 6 (C): -0.179


[2]
Here is 2 unconnected molecules or ions with the total composition C9H14 in a non-equilibrium geometry from the OMol25 dataset. Energies are from ωB97M-V with the def2-TZVPD basis set.

```
23
Properties=species:S:1:pos:R:3:forces:R:3
C -2.73233 0.51253 -0.41882 0.392 0.417 -0.175
C -1.15331 -0.73817 1.09139 0.253 -0.305 -0.317
C -1.54306 -0.39693 -0.20614 -0.904 -0.045 0.339
C -0.17509 -1.70237 1.26902 0.358 0.146 0.110
C -0.97490 -1.05209 -1.29121 0.283 0.109 0.352
C 0.45823 -2.28803 0.18201 -0.035 -0.136 0.087
C 0.02631 -1.99643 -1.09825 -0.098 0.286 -0.224
H -1.58847 -0.27683 1.96952 -0.181 0.094 -0.151
H 0.13682 -1.99042 2.26322 0.008 0.096 0.115
H -2.80735 1.28155 0.35327 0.029 -0.094 -0.004
H -3.65893 -0.05505 -0.41617 -0.107 -0.129 0.056
H -1.29476 -0.77534 -2.28450 -0.068 -0.121 -0.162
H 1.29355 -2.95412 0.35134 -0.111 -0.190 -0.062
H 0.45017 -2.48699 -1.96055 0.208 -0.049 -0.047
H -2.67140 1.02055 -1.38592 0.005 -0.045 0.088
C 1.65514 1.96792 0.85181 0.317 -0.755 -0.769
C 2.43895 1.53139 -0.40799 -0.613 0.209 0.121
H 1.29162 1.06812 1.34285 -0.169 0.077 0.230
H 2.26630 2.53670 1.54909 -0.108 0.100 0.002
H 0.79172 2.53078 0.49645 0.040 0.244 0.421
H 3.06557 2.34379 -0.76100 0.208 -0.022 -0.161
H 1.71018 1.30216 -1.18343 -0.005 0.057 -0.205
H 3.01505 0.61730 -0.30599 0.297 0.056 0.356
```
Positions in Å, forces in eV/Å.

Energy above the lowest of the compared OMol25 structures with the same formula, charge and spin in eV: 0.178
E_LUMO in hartree: 0.0375
Kohn-Sham gap in eV: 10.1
E_tot in eV: -9560.0034
HOMO energy in eV: -9.072

Results of the Löwdin charge analysis, in e, for atoms 1 through 6: atom 1 (C): -0.057, atom 2 (C): -0.062, atom 3 (C): -0.282, atom 4 (C): -0.100, atom 5 (C): -0.059, atom 6 (C): -0.101


[3]
Here is 8 unconnected molecules or ions with the total composition C22H65N4O10 in a non-equilibrium geometry from the OMol25 dataset. Energies are from ωB97M-V with the def2-TZVPD basis set.

```
101
Properties=species:S:1:pos:R:3:forces:R:3
N -0.86615 0.33281 -0.86611 -2.527 -3.987 4.216
H -0.69715 -0.79519 -0.87911 -0.479 3.386 1.403
H -1.15515 0.33181 -1.78211 -0.715 1.634 -3.069
H -0.09615 0.84081 -0.55011 2.365 0.920 -0.689
H -1.64115 0.73881 -0.17211 1.386 -1.847 -1.949
C -1.44515 -2.78719 -3.17211 3.961 0.343 -0.795
O -1.48115 -1.39419 -3.43011 2.210 -0.378 2.122
H -0.54215 -3.19619 -3.72011 -0.444 0.478 0.710
H -2.14815 -3.41619 -3.59811 -2.391 -0.622 -0.255
H -1.22215 -2.90619 -2.12711 -0.512 -0.486 0.526
H -2.18115 -1.15719 -3.95111 -2.775 0.774 -2.101
C -4.19915 -1.61719 -0.93711 -1.874 -3.783 1.570
O -3.20015 -1.23019 -0.03211 1.895 -0.359 -2.791
H -4.12215 -1.98619 -1.92911 2.441 0.634 -1.351
H -4.86215 -0.87119 -0.93911 -2.838 2.977 -0.519
H -4.89915 -2.55019 -0.77111 1.344 1.227 1.515
H -3.38715 -1.31119 0.88789 -0.991 -0.710 1.468
C -3.97515 2.23881 -0.94811 -2.090 0.698 -5.219
O -2.73615 2.44981 -1.61711 -0.948 2.196 -2.837
H -3.82215 2.33681 -0.01211 1.632 -0.132 6.816
H -4.30915 1.26681 -1.22211 -0.731 -0.753 0.040
H -4.84115 2.98981 -0.98911 1.280 -0.623 -1.241
H -2.94915 2.93881 -2.50411 0.818 -1.421 2.473
C -2.43315 2.96781 2.36189 -3.003 1.028 -0.384
O -1.54115 2.00781 1.93089 4.781 -1.120 0.907
H -2.14815 3.05881 3.34289 0.159 1.534 2.629
H -3.47415 2.42781 2.53089 1.575 1.504 -1.144
H -2.44615 4.05981 1.83289 -0.059 -2.900 0.871
H -0.68515 2.03881 2.61889 -3.421 -0.197 -3.067
C -3.88615 -0.85619 3.52989 0.009 3.902 -2.274
O -3.34515 -1.88919 2.61489 -3.957 4.547 -1.655
C -2.15115 -2.42419 2.89489 -0.691 -1.923 3.970
C -1.70815 -3.35219 1.87289 3.097 2.803 2.390
N -0.66715 -4.17819 2.28689 2.256 -3.854 -0.034
C -0.25215 -5.16319 1.13989 -2.423 -1.048 3.581
C 0.51485 -6.38719 1.59589 -1.532 0.037 0.894
O 0.62185 -7.19419 0.39289 0.371 1.050 1.376
C 1.23685 -8.36819 0.80989 0.660 1.012 2.132
H -3.32915 0.19681 3.79589 0.355 -2.792 -1.036
H -3.97315 -1.29619 4.49889 -1.162 -0.367 0.505
H -4.77315 -0.16319 2.94689 1.656 -3.201 1.801
H -2.42815 -2.89519 3.81989 1.215 -0.951 1.320
H -1.39215 -1.73119 3.03989 1.500 1.577 0.596
H -1.53215 -2.56419 1.23389 2.267 1.162 -2.835
H -2.36715 -3.80419 1.37389 -6.222 -4.006 -3.242
H -1.01815 -4.83019 3.04689 0.429 1.260 -1.013
H 0.30185 -4.64719 0.46989 1.379 1.710 -2.433
H -1.11615 -5.73519 0.73789 -0.062 1.342 -0.451
H -0.22715 -6.88519 2.35789 1.634 0.330 -1.087
H 1.46985 -6.14319 2.12189 -0.409 -0.526 -0.682
H 1.50685 -9.06319 0.12189 0.594 -1.388 -2.929
H 0.63985 -8.89319 1.48789 -1.538 -0.892 1.186
H 2.11085 -8.16419 1.41489 0.684 0.290 -0.052
C 3.81685 -5.07819 -3.08011 -0.170 -1.589 6.219
O 3.07085 -3.93719 -3.00211 -0.632 0.889 -0.938
C 2.96585 -3.22919 -1.79011 1.167 1.467 -3.121
C 2.20285 -1.92919 -2.15411 3.803 2.302 -0.457
N 2.19785 -0.93419 -0.99411 -1.252 -1.304 -2.150
C 3.42685 -0.27819 -1.10811 2.229 3.176 1.392
C 3.44985 0.89581 -0.06311 1.759 -0.112 2.910
O 4.62085 1.67881 -0.16711 0.738 -0.826 -1.820
C 4.78285 2.88481 0.47289 2.405 2.639 -3.196
H 3.24685 -6.02819 -2.60011 1.615 2.079 -0.116
H 4.92085 -4.98619 -2.87311 -0.955 0.187 1.299
H 3.95885 -5.44219 -3.95811 -0.252 -1.401 -6.564
H 3.94685 -3.21919 -1.30411 -0.085 0.874 0.005
H 2.29285 -3.61619 -1.17111 -2.558 -2.827 2.974
H 1.20385 -1.96319 -2.41111 -2.048 -1.439 -0.759
H 2.74285 -1.46019 -3.14411 -1.261 -0.780 2.643
H 2.09185 -1.40619 -0.09211 0.317 -0.034 -0.414
H 3.59385 0.29781 -2.05411 -0.591 -0.876 0.339
H 4.27185 -0.99919 -1.01811 -0.057 0.862 0.223
H 3.67685 0.57881 1.02489 -1.747 -0.576 -1.220
H 2.59585 1.59181 -0.08211 -0.331 -0.661 -0.362
H 6.02385 2.90081 0.61689 -3.578 0.791 -0.257
H 4.25385 3.11981 1.35089 -0.595 -0.627 1.694
H 4.30085 3.81281 -0.26711 1.833 -2.164 1.713
C 0.97585 1.98281 -3.43611 2.025 -6.785 9.453
O 0.57185 2.47981 -2.16711 0.299 0.066 -1.366
C 1.18985 3.72481 -1.91411 -2.361 1.605 0.789
C 0.37085 4.09981 -0.58611 1.875 0.576 -0.595
N 0.88485 5.32181 -0.02511 2.267 2.336 -0.338
C 0.20485 5.68681 1.19589 -1.905 -1.533 -0.067
C 0.73185 7.01781 1.76489 -0.520 2.725 -0.954
O -0.05315 7.41881 2.86089 -1.263 -2.896 -1.276
C 0.38785 8.51481 3.53089 -1.737 -0.202 -1.625
H 0.60785 0.92981 -3.54111 0.246 0.393 0.611
H 2.00485 1.89981 -3.35411 2.291 -0.079 -0.607
H 0.66985 2.31581 -4.21511 -3.821 5.691 -9.133
H 0.78385 4.50281 -2.57411 0.117 -0.233 -0.683
H 2.31685 3.82481 -2.09411 -1.272 -0.748 1.255
H 0.53685 3.19281 0.09189 -0.676 1.502 -0.416
H -0.69315 4.41081 -0.78511 0.397 -1.787 -0.382
H 0.88885 6.21381 -0.70911 -0.222 -3.023 1.844
H 0.18985 4.78481 1.98989 0.632 2.056 -1.571
H -0.92515 5.63981 0.81789 1.401 1.085 1.591
H 0.73785 7.93881 0.95489 -0.496 -2.196 1.191
H 1.77585 7.12681 2.08689 0.192 -1.267 -0.204
H 0.47285 9.27881 2.84289 -0.064 2.443 -1.309
H 1.29485 8.37981 3.90789 4.161 -0.740 2.064
H -0.31315 8.68281 4.26189 -1.477 0.870 1.806
```
Positions in Å, forces in eV/Å.

Energy above the lowest of the compared OMol25 structures with the same formula, charge and spin in eV: 2.034
E_LUMO in hartree: -0.0785
Kohn-Sham gap in eV: 8.5
Total charge: +1
E_tot in eV: -50277.5984
HOMO energy in eV: -10.673

Results of the Löwdin charge analysis, in e, for atoms 1 through 6: atom 1 (N): 0.297, atom 2 (H): 0.190, atom 3 (H): 0.040, atom 4 (H): 0.059, atom 5 (H): 0.158, atom 6 (C): -0.132


Question: Which formula does entry 2 have?
Answer: C9H14


Question: Which value of E_tot does entry 1 give?
Answer: -121786.5155 eV


Question: Among the records above, which one has the lowest Kohn-Sham gap?
Answer: C22H65N4O10